The following is a quantum chemistry calculation of a structure of composition C57H46N9NaO5S, from the OMol25 dataset.

Geometry as XYZ:
```
119
C57H46N9NaO5S (the ωB97M-V functional and the def2-TZVPD basis)
Na 0.5256 -0.1128 -0.1944
C 0.0690 -4.9899 -6.4537
C 0.3056 -5.4973 -5.1825
C 0.3260 -4.6580 -4.0813
C 0.0832 -3.2842 -4.2090
C -0.1455 -2.7908 -5.5018
C -0.1436 -3.6264 -6.6061
C 0.0837 -2.3644 -3.0585
C -0.4652 -2.7777 -1.8256
C -1.2053 -3.9763 -1.5461
C -1.4025 -4.0040 -0.1875
C -0.7949 -2.8135 0.3199
C -0.6976 -2.4117 1.7724
C -1.2953 -3.4981 2.6678
C -2.6831 -3.6519 2.6904
C -3.2857 -4.6214 3.4756
C -2.5108 -5.4682 4.2566
C -1.1312 -5.3402 4.2243
C -0.5301 -4.3664 3.4362
C -1.3361 -1.0828 2.0993
N -1.4112 -0.0475 1.1483
C -1.8123 1.0204 1.7428
C -1.9495 2.3502 1.1597
C -2.4504 3.4324 2.0603
C -3.8219 3.4854 2.3240
C -4.3660 4.4899 3.1075
C -3.5503 5.4820 3.6363
C -2.1915 5.4569 3.3605
C -1.6508 4.4443 2.5810
C -0.9192 2.6369 0.0609
C -1.0714 4.0124 -0.5926
C -0.0553 3.8337 -1.6648
C 0.6409 2.6643 -1.4061
N 0.2150 1.9846 -0.3154
C 1.6955 2.1137 -2.2824
C 1.5405 0.8780 -2.8777
C 2.4041 0.2696 -3.8891
C 1.8854 -0.9466 -4.1495
C 0.7448 -1.1168 -3.2442
N 0.5405 -0.0021 -2.5425
C 2.9970 2.8094 -2.3356
C 3.7165 2.9060 -1.1376
C 5.0059 3.4078 -1.1295
C 5.5974 3.8446 -2.3097
C 4.8793 3.7876 -3.4941
C 3.5909 3.2704 -3.5092
C -2.1390 0.7393 3.2206
C -1.7770 -0.7065 3.3130
N -0.2685 -2.0910 -0.6542
H 0.0609 -5.6494 -7.3137
H 0.4908 -6.5576 -5.0526
H 0.5704 -5.0543 -3.1059
H -0.3318 -1.7318 -5.6266
H -0.3118 -3.2181 -7.5963
H -1.5680 -4.6965 -2.2618
H -1.8901 -4.7773 0.3853
H -3.2956 -3.0000 2.0795
H -4.3659 -4.7141 3.4770
H -2.9830 -6.2231 4.8751
H -0.5149 -6.0006 4.8238
H 0.5440 -4.2688 3.4175
H -4.4548 2.7179 1.8918
H -5.4293 4.4994 3.3176
H -3.9646 6.2611 4.2644
H -1.5396 6.2235 3.7638
H -0.5888 4.4243 2.3820
H -0.9119 4.9170 0.0159
H 0.1067 4.5046 -2.4960
H 3.2748 0.7224 -4.3358
H 2.2711 -1.6954 -4.8230
H 3.2623 2.5151 -0.2337
H 5.5685 3.4319 -0.2034
H 6.6149 4.2176 -2.3075
H 5.3296 4.1340 -4.4176
H 3.0353 3.2161 -4.4374
H -3.1966 0.9286 3.4143
H -1.8278 -1.2839 4.2223
O 2.4835 -2.4913 0.0493
O 3.8591 -2.7165 -0.4371
N -2.5318 3.7726 -0.8496
C -2.3903 2.4209 -0.3459
H -3.1579 4.3970 -0.3364
C 1.8195 -5.1818 0.1711
N 2.0675 -4.4430 1.4002
C 2.9964 -4.9739 2.3159
C 3.8622 -4.0359 2.7047
N 3.5582 -2.7991 2.1106
C 2.3856 -3.0150 1.2975
S 1.0810 -1.9865 2.2644
H 2.6963 -5.7743 -0.1129
H 1.6217 -4.4627 -0.6221
H 0.9517 -5.8357 0.2936
H 2.9169 -6.0125 2.5998
H 4.6773 -4.1057 3.4079
H 4.2532 -2.4340 1.4410
C 3.1037 4.9680 4.2600
C 2.6663 3.7389 3.4676
C 2.5532 2.4183 4.2818
C 3.9288 1.9230 4.7441
C 3.8595 0.5236 5.3587
C 1.6619 2.6455 5.4801
O 2.0343 3.0731 6.5518
N 0.3259 2.3657 5.2814
C -0.1440 1.7030 4.1666
O -1.4649 1.5646 4.2219
N 0.5882 1.2457 3.2345
C 1.9547 1.4419 3.2420
O 2.6798 0.9604 2.4109
H 3.0390 5.8564 3.6305
H 4.1317 4.8639 4.6082
H 2.4675 5.1175 5.1324
H 3.3591 3.5478 2.6468
H 1.6946 3.9344 3.0112
H 4.3260 2.6269 5.4774
H 4.5904 1.9053 3.8776
H 3.2861 0.5387 6.2883
H 4.8606 0.1519 5.5776
H 3.3861 -0.1786 4.6710
H -0.3102 2.5140 6.0503
```

* energy relative to the best compared isomer or geometry (same formula, charge and spin): 4.5348 eV
* LUMO (alpha / beta): 0.1337 / 0.1337 Ha
* HOMO-LUMO gap (alpha / beta): 4.548 / 5.220 eV
* highest occupied orbital energy (alpha / beta): -0.91 / -1.58 eV
* net charge: -2

Löwdin atomic charge list, values in e, 4 entries:
1 Na 0.25
2 C -0.12
3 C -0.10
4 C -0.03